Molecular formula: C76H94O7S
Method: DFT, wB97M-V/def2-TZVPD

Values from the calculation:
Kohn-Sham gap = 0.337 hartree
HOMO level = -9.090 eV
Calculated total energy = -3877.12609 a.u.
Molecular weight = 1151.65 g/mol
SMILES = CCCCCCCCCCCCCCC[C@H]1OS(=O)(=O)O[C@@]1(CC=O)COC(C)=O.c1ccccc1.c1ccccc1.c1ccccc1.c1ccccc1.c1ccccc1.c1ccccc1.c1ccccc1.c1ccccc1.c1ccccc1

Positions of all 178 atoms, in Å:
1 C -2.93852 -4.23723 1.78703
2 C -1.66396 -4.93855 1.24461
3 C -0.45894 -4.73475 2.19263
4 C -0.03848 -3.23943 2.22603
5 C 1.30290 -2.91946 1.52675
6 C 1.78960 -1.49390 1.95936
7 C 1.07019 -0.43435 1.08765
8 C 0.44917 0.74246 1.91430
9 C -0.78041 0.22303 2.66847
10 C -1.33891 1.16871 3.76040
11 C -1.78690 2.58376 3.26222
12 C -2.13223 2.66527 1.76397
13 C -3.21009 3.73589 1.44401
14 C -3.56579 3.53673 -0.06211
15 C -4.92961 2.80192 -0.22659
16 C -4.81047 1.33961 -0.69708
17 O -3.67808 1.01403 -1.51547
18 S -3.10962 -0.47230 -1.20984
19 O -1.73581 -0.33494 -0.86890
20 O -3.22856 -1.36493 -2.30128
21 O -4.09954 -0.82096 0.00580
22 C -5.10471 0.16465 0.27603
23 C -6.46184 -0.50003 -0.18050
24 C -6.30298 -1.38747 -1.41692
25 O -6.51734 -0.98310 -2.49975
26 C -5.32696 0.44866 1.77675
27 O -6.58289 1.10746 1.92040
28 C -7.19066 0.83956 3.12579
29 C -8.64014 0.39142 2.99809
30 O -6.64346 0.98094 4.13670
31 H -2.73312 -3.23805 2.19402
32 H -3.35683 -4.83210 2.60849
33 H -3.62728 -4.10930 0.94235
34 H -1.43382 -4.53683 0.24830
35 H -1.90995 -6.00532 1.14936
36 H -0.80714 -4.98859 3.20404
37 H 0.40250 -5.34410 1.89857
38 H -0.79485 -2.56704 1.80319
39 H 0.06937 -2.94118 3.28127
40 H 2.07356 -3.68386 1.68269
41 H 1.09202 -2.83531 0.44959
42 H 2.87350 -1.47764 1.78136
43 H 1.61058 -1.32420 3.02873
44 H 0.26951 -0.89463 0.49191
45 H 1.74417 0.03692 0.35505
46 H 1.22896 1.12083 2.59048
47 H 0.21779 1.51590 1.17459
48 H -0.45795 -0.68950 3.19033
49 H -1.58985 -0.10843 2.00093
50 H -2.18704 0.67133 4.25098
51 H -0.54062 1.28930 4.50680
52 H -1.04162 3.32320 3.57771
53 H -2.70407 2.83433 3.82115
54 H -2.46181 1.71562 1.32402
55 H -1.23587 3.00551 1.23135
56 H -4.07485 3.67931 2.11704
57 H -2.78843 4.74846 1.52536
58 H -2.72847 3.01189 -0.53617
59 H -3.63582 4.50085 -0.58163
60 H -5.50315 2.92320 0.69608
61 H -5.49274 3.33449 -1.00199
62 H -5.63317 1.25832 -1.42363
63 H -6.84130 -1.11314 0.64825
64 H -7.17657 0.29792 -0.40161
65 H -5.96934 -2.43432 -1.24027
66 H -5.39454 -0.52999 2.27648
67 H -4.48713 0.98134 2.24503
68 H -9.21963 1.27421 2.69992
69 H -9.00656 -0.00338 3.94423
70 H -8.67872 -0.36102 2.20250
71 C -5.86254 0.63961 -6.29827
72 C -6.06946 1.64409 -7.23496
73 C -6.75598 2.79731 -6.87667
74 C -7.23852 2.94357 -5.58298
75 C -7.03856 1.93426 -4.64964
76 C -6.34973 0.78231 -5.00494
77 H -5.32143 -0.25654 -6.57581
78 H -5.69497 1.52902 -8.24529
79 H -6.91433 3.58162 -7.60566
80 H -7.77186 3.84409 -5.30248
81 H -7.42076 2.04561 -3.64091
82 H -6.19454 -0.00050 -4.27289
83 C -5.12434 -8.21228 4.45987
84 C -5.33142 -7.16584 3.57235
85 C -5.99444 -6.01986 3.99182
86 C -6.45431 -5.92293 5.29805
87 C -6.25457 -6.97403 6.18360
88 C -5.58823 -8.11729 5.76529
89 H -4.60074 -9.10299 4.13491
90 H -4.97434 -7.24238 2.55236
91 H -6.15246 -5.20136 3.30001
92 H -6.96911 -5.02837 5.62628
93 H -6.61769 -6.90096 7.20163
94 H -5.42935 -8.93547 6.45676
95 C 6.86747 -1.53616 -1.08582
96 C 7.16683 -2.89062 -1.14471
97 C 6.15652 -3.83207 -0.99914
98 C 4.84716 -3.41873 -0.79061
99 C 4.55042 -2.06435 -0.72342
100 C 5.55982 -1.12387 -0.87228
101 H 7.65402 -0.80054 -1.20551
102 H 8.18836 -3.21371 -1.30480
103 H 6.38948 -4.88860 -1.04819
104 H 4.05813 -4.15236 -0.67936
105 H 3.53013 -1.74018 -0.55525
106 H 5.32772 -0.06737 -0.82128
107 C 12.86067 1.02385 -2.09614
108 C 13.16353 -0.32977 -2.15626
109 C 12.15662 -1.27437 -2.01187
110 C 10.84611 -0.86523 -1.80325
111 C 10.54435 0.48826 -1.73443
112 C 11.55122 1.43301 -1.88236
113 H 13.64617 1.76001 -2.21487
114 H 14.18632 -0.64851 -2.31604
115 H 12.39289 -2.33026 -2.06180
116 H 10.05968 -1.60197 -1.69304
117 H 9.52294 0.80843 -1.56591
118 H 11.31529 2.48888 -1.83075
119 C 6.10816 4.78276 -2.68898
120 C 6.39055 3.43966 -2.89819
121 C 5.58443 2.46373 -2.32779
122 C 4.49796 2.83055 -1.54497
123 C 4.22081 4.17347 -1.32870
124 C 5.02473 5.14965 -1.90164
125 H 6.73304 5.54427 -3.13897
126 H 7.23944 3.15295 -3.50699
127 H 5.80292 1.41594 -2.49429
128 H 3.86693 2.06896 -1.10213
129 H 3.37659 4.45984 -0.71345
130 H 4.80714 6.19736 -1.73469
131 C 17.66290 1.76041 0.35876
132 C 17.96726 0.40731 0.30052
133 C 16.96052 -0.53811 0.44572
134 C 15.64986 -0.12992 0.65336
135 C 15.34659 1.22324 0.72020
136 C 16.35246 2.16849 0.57150
137 H 18.44711 2.49774 0.23916
138 H 18.99014 0.08886 0.14101
139 H 17.19759 -1.59385 0.39690
140 H 14.86380 -0.86680 0.76377
141 H 14.32464 1.54098 0.88737
142 H 16.11563 3.22423 0.62151
143 C -1.18482 -7.93264 6.62294
144 C -0.31948 -8.18268 7.67982
145 C -0.74038 -7.97423 8.98631
146 C -2.02570 -7.51167 9.23600
147 C -2.88775 -7.25345 8.17853
148 C -2.46850 -7.46527 6.87238
149 H -0.85858 -8.10133 5.60381
150 H 0.68395 -8.54109 7.48508
151 H -0.06650 -8.17224 9.81072
152 H -2.35495 -7.35121 10.25529
153 H -3.88892 -6.88692 8.37210
154 H -3.14060 -7.26574 6.04921
155 C -7.85698 2.47283 -10.37060
156 C -7.94013 3.85260 -10.23362
157 C -7.45471 4.68136 -11.23596
158 C -6.88166 4.13095 -12.37465
159 C -6.79046 2.75226 -12.50808
160 C -7.27937 1.92314 -11.50717
161 H -8.24133 1.82633 -9.59125
162 H -8.38488 4.28240 -9.34440
163 H -7.52276 5.75709 -11.12996
164 H -6.50502 4.77714 -13.15782
165 H -6.33842 2.32288 -13.39375
166 H -7.21016 0.84744 -11.61261
167 C -1.10875 7.66489 0.63016
168 C -1.28772 8.66690 -0.31402
169 C -1.89940 9.85990 0.04627
170 C -2.33617 10.04985 1.35035
171 C -2.16528 9.04484 2.29266
172 C -1.55053 7.85297 1.93370
173 H -0.62564 6.73645 0.35015
174 H -0.94923 8.51802 -1.33201
175 H -2.03587 10.64247 -0.68978
176 H -2.81102 10.98146 1.63207
177 H -2.51098 9.19081 3.30866
178 H -1.41538 7.06968 2.66984